The molecule C10H12N2OS2 in a non-equilibrium geometry, computed with the ωB97M-V functional and the def2-TZVPD basis.

```
27
C10H12N2OS2, DFT the ωB97M-V functional and the def2-TZVPD basis
C -1.3243 1.6711 -0.5435
C -1.6032 0.3907 0.1799
O -1.4272 0.2308 1.3935
C -2.4066 -0.7316 -0.5093
C -3.8698 -0.3190 -0.6824
S -1.6771 -1.0598 -2.1144
C -0.0385 -0.8905 -1.7516
S 1.1312 -1.0654 -2.9532
N 0.2345 -0.6393 -0.4158
C 1.3832 -0.4701 0.2148
C 2.7207 -0.8617 -0.1573
C 3.8435 -0.3764 0.4192
C 3.7092 0.3415 1.6285
C 2.4148 0.5415 2.0336
N 1.2979 0.1866 1.3747
H -1.4841 1.4925 -1.6368
H -0.3713 1.9786 -0.0987
H -2.1267 2.2948 -0.1678
H -2.2865 -1.7193 -0.0081
H -4.4113 -1.2730 -0.7441
H -4.1208 0.3783 -1.5849
H -4.3057 0.1217 0.2721
H 2.8830 -1.4510 -1.0779
H 4.7981 -0.6715 -0.0530
H 4.6113 0.6376 2.2528
H 2.0472 1.0179 2.9865
H 0.3784 0.2450 1.7431
```

SMILES: CC(=O)[C@@H](C)SC(=S)/N=c1\cccc[nH]1
E_LUMO (eV): -0.18
HOMO level (eV): -7.90
Relative energy (zero: lowest compared OMol25 entry of this formula, charge and spin) (eV): 0.313
HOMO-LUMO gap (eV): 7.722
Largest force on an atom (eV Å⁻¹): 3.963

=====

A structure of composition C26H19FN4O5Pd in a non-equilibrium geometry, computed with the ωB97M-V functional and the def2-TZVPD basis.

```
56
C26H19FN4O5Pd, DFT the ωB97M-V functional and the def2-TZVPD basis
Pd -2.3865 0.4204 -0.2663
O -4.9688 3.7567 0.1275
C -4.0865 2.9423 -0.0378
N -4.1898 1.5823 -0.0277
C -5.4088 0.9865 0.1400
O -6.4762 1.5366 0.3020
C -5.3366 -0.5255 0.0836
C -6.5260 -1.2413 0.0087
C -6.4767 -2.6242 -0.0488
C -5.2344 -3.2381 -0.0287
C -4.0916 -2.4526 0.0455
N -4.1438 -1.1282 0.1080
C -2.6663 3.4145 -0.2676
C -2.3147 4.7034 0.1149
C -1.0150 5.1350 -0.0931
C -0.1239 4.2736 -0.7171
C -0.5644 3.0147 -1.0925
N -1.8022 2.5854 -0.8609
H -7.4557 -0.6919 -0.0057
H -7.3842 -3.2051 -0.1114
H -5.1448 -4.3110 -0.0693
H -3.1100 -2.9154 0.0475
H -3.0638 5.3301 0.5726
H -0.7058 6.1200 0.2200
H 0.8957 4.5739 -0.9131
H 0.0930 2.3227 -1.6073
C 4.4201 -3.1534 1.3838
C 4.0160 -2.7649 -0.0370
C 5.1516 -2.1316 -0.8393
C 5.5977 -0.8302 -0.1885
C 4.4163 0.0526 0.0902
C 4.5928 1.4126 0.2231
C 3.5051 2.2415 0.4750
F 3.7178 3.5687 0.5855
C 2.2340 1.7419 0.5847
C 2.0227 0.3698 0.4133
C 0.6523 -0.1383 0.3886
O -0.3125 0.5917 0.6987
C 0.5350 -1.5063 -0.0152
C 1.6378 -2.2920 -0.1215
N 2.8979 -1.8350 0.0131
C 3.1180 -0.4902 0.1843
C -0.8197 -2.0682 -0.4511
O -1.1104 -3.2140 -0.1287
O -1.4743 -1.3008 -1.2213
H 5.2649 -3.8352 1.3591
H 3.5893 -3.6451 1.8827
H 4.6880 -2.2740 1.9612
H 3.6708 -3.6611 -0.5626
H 4.7883 -1.9261 -1.8484
H 5.9871 -2.8264 -0.9197
H 6.2986 -0.3063 -0.8395
H 6.1207 -1.0335 0.7494
H 5.5756 1.8476 0.1237
H 1.3894 2.3836 0.7790
H 1.5155 -3.3418 -0.3468
```

E_LUMO (spin up / spin down) (eV): -1.15 / -1.17
HOMO level (spin up / spin down) (eV): -8.44 / -8.43
HOMO-LUMO gap (spin up / spin down) (eV): 7.286 / 7.268
Largest force on an atom (eV Å⁻¹): 3.488

=====

A cluster of 2 separate species, C5H10OS in total in a non-equilibrium geometry, computed with the ωB97M-V functional and the def2-TZVPD basis.

```
17
C5H10OS, DFT the ωB97M-V functional and the def2-TZVPD basis
C -1.3120 -0.9740 -1.9332
C -1.1157 -1.3496 -0.7437
C -0.9598 -1.5701 0.5095
C -1.1361 -0.5503 1.5921
H -0.6078 -0.7247 -2.7697
H -2.2843 -0.8783 -2.3563
H -0.7601 -2.6588 0.8298
H -2.0621 -0.0110 1.3476
H -0.3484 0.1987 1.6224
H -1.2803 -0.9254 2.5776
C 2.2709 0.5061 0.2370
S 1.0316 1.3123 -0.8884
O 0.7207 2.8387 -0.1780
H 2.0954 0.9737 1.2022
H 3.1751 0.8365 -0.3261
H 1.8682 -0.4313 0.2443
H 0.7046 3.4076 -0.9671
```

SMILES: C=C=CC.CSO
E_LUMO (eV): 0.62
HOMO level (eV): -8.24
Relative energy (zero: lowest compared OMol25 entry of this formula, charge and spin) (eV): 3.676
HOMO-LUMO gap (eV): 8.859
Largest force on an atom (eV Å⁻¹): 4.900

=====

A structure of composition C38H78B2F26N8O14S6 in a non-equilibrium geometry, computed with the ωB97M-V functional and the def2-TZVPD basis.

```
172
C38H78B2F26N8O14S6, DFT the ωB97M-V functional and the def2-TZVPD basis
C -31.3988 -6.3199 -2.3205
C -30.7343 -7.3984 -3.1778
C -30.5316 -6.8267 -4.5626
O -31.8218 -6.5676 -5.0943
C -31.8730 -6.0736 -6.4420
N -29.4427 -7.7939 -2.5790
H -28.7729 -7.0651 -2.2919
H -29.5816 -8.5296 -1.8768
H -28.9204 -8.2834 -3.2818
H -30.8119 -5.4022 -2.4296
H -31.4985 -6.6500 -1.2866
H -32.3718 -6.1597 -2.6936
H -31.3372 -8.3217 -3.2521
H -29.9162 -7.5647 -5.2337
H -29.9456 -5.8264 -4.5066
H -31.5428 -5.0090 -6.4204
H -32.8608 -6.2724 -6.8103
H -31.1020 -6.5454 -6.9892
C -21.9651 -9.3021 -0.0837
C -23.0557 -9.1196 -1.0348
C -24.4402 -8.7320 -0.3477
O -25.2959 -8.5896 -1.5175
C -26.6389 -9.0418 -1.0949
N -22.8065 -8.0089 -2.0739
H -23.6417 -7.8463 -2.7572
H -22.7582 -7.0302 -1.6619
H -21.9285 -8.1237 -2.5713
H -21.7277 -8.2828 0.4011
H -21.0851 -9.6620 -0.5321
H -22.2744 -10.0993 0.6242
H -23.2942 -10.0475 -1.5007
H -24.4048 -7.8113 0.1986
H -24.7263 -9.6543 0.2376
H -26.9721 -8.4459 -0.2078
H -26.6389 -10.1331 -0.8509
H -27.2616 -8.8456 -1.9394
C -26.9810 -11.1312 4.7470
C -26.5828 -12.5270 4.1900
C -26.3578 -12.4703 2.6980
N -26.2859 -13.7995 1.9776
C -27.4045 -14.6674 2.3988
C -24.9231 -14.4037 2.3560
C -24.5279 -15.2939 1.2022
C -25.5589 -14.9000 0.1137
C -26.2365 -13.6192 0.5232
H -27.0370 -11.2506 5.8118
H -27.9776 -10.8346 4.3694
H -26.3139 -10.3222 4.6092
H -27.4002 -13.1652 4.3099
H -25.6821 -12.8607 4.6970
H -25.4187 -11.8754 2.5328
H -27.2234 -11.9195 2.2518
H -28.3516 -14.1372 2.2345
H -27.2766 -14.8659 3.4690
H -27.4342 -15.5156 1.7292
H -24.9064 -14.8412 3.3766
H -24.2570 -13.5286 2.3570
H -24.6075 -16.3424 1.5822
H -23.4749 -15.1953 0.9181
H -26.1875 -15.7707 0.0737
H -24.9669 -14.8359 -0.8250
H -27.2802 -13.7220 0.1342
H -25.7886 -12.6765 0.1680
C -23.6745 -12.1146 -8.4007
C -23.6896 -11.4540 -6.9948
C -23.9899 -12.6519 -6.0026
N -23.7342 -12.3962 -4.5788
C -24.8052 -11.5735 -3.9834
C -23.6785 -13.7578 -3.9933
C -22.2714 -14.2833 -4.3398
C -21.4370 -12.9434 -4.5969
C -22.4200 -11.8187 -4.2920
H -23.7419 -11.3613 -9.2406
H -24.6299 -12.6179 -8.6119
H -22.8184 -12.8622 -8.6481
H -24.5024 -10.7269 -6.9661
H -22.7972 -10.8884 -6.6742
H -23.3769 -13.4953 -6.2749
H -25.0509 -12.8620 -5.9956
H -24.9438 -10.7466 -4.6318
H -24.5677 -11.2035 -2.9006
H -25.7383 -12.0946 -3.8819
H -23.7013 -13.6294 -2.8661
H -24.4286 -14.4822 -4.3877
H -21.8876 -14.9039 -3.5274
H -22.2855 -14.9230 -5.1969
H -20.5839 -12.8962 -4.0436
H -21.0823 -12.9180 -5.6047
H -22.3330 -11.4793 -3.2061
H -22.3052 -10.8191 -4.8875
C -24.3129 -8.1295 3.3104
C -23.3784 -6.8179 3.3183
C -21.9002 -7.3392 3.4077
N -20.7883 -6.3868 3.5586
C -20.9519 -5.5244 4.8387
C -20.5624 -5.4428 2.3872
C -19.2860 -5.9026 1.6537
C -18.4325 -6.5929 2.7761
C -19.4941 -7.2052 3.7209
H -25.3294 -7.9390 3.0524
H -24.3200 -8.6195 4.2812
H -23.8318 -8.8276 2.5575
H -23.7751 -6.1465 4.0987
H -23.4629 -6.2099 2.3880
H -21.7293 -7.9051 2.4899
H -21.6748 -8.0153 4.1843
H -20.1223 -4.8762 5.0284
H -21.0268 -6.1527 5.7118
H -21.8604 -4.9778 4.7359
H -20.3803 -4.3994 2.7373
H -21.4698 -5.4232 1.7813
H -18.8007 -5.0459 1.2736
H -19.3898 -6.5078 0.7233
H -17.6474 -5.9358 3.2298
H -17.7849 -7.3904 2.4426
H -19.2129 -7.2010 4.8037
H -19.7087 -8.1597 3.3303
B -21.2451 -9.1238 6.4517
F -21.3489 -9.8640 5.2626
F -20.9063 -9.8246 7.5842
F -20.3989 -7.9480 6.3682
F -22.5714 -8.5756 6.5710
B -22.4632 -12.6630 -0.4346
F -22.6194 -13.9354 -0.9342
F -22.7528 -12.6875 0.9845
F -21.2389 -12.2075 -0.7749
F -23.5377 -11.8573 -1.0121
C -31.4078 -11.3749 0.2838
F -31.7691 -11.2952 1.5495
F -31.8079 -12.4841 -0.2744
F -32.1533 -10.2960 -0.3711
S -29.6262 -11.2229 -0.1297
O -29.1193 -10.0422 0.4575
O -29.0596 -12.5273 0.2252
N -29.7978 -11.0177 -1.6921
S -28.6667 -11.6353 -2.6357
O -28.7067 -10.9392 -3.9058
O -27.3909 -11.8307 -2.0240
C -29.2891 -13.3956 -2.9595
F -30.1050 -13.3719 -3.9236
F -28.1233 -14.1062 -3.2736
F -29.8322 -13.9329 -1.9219
C -20.6508 -4.8911 -3.4640
F -21.9515 -4.8726 -2.8534
F -20.7452 -5.0891 -4.7830
F -20.1055 -3.7650 -3.1925
S -19.6645 -6.1439 -2.6634
O -18.3350 -5.8090 -3.0817
O -20.1776 -5.9781 -1.3174
N -20.2999 -7.4517 -3.1929
S -20.0538 -8.1638 -4.6380
O -21.2588 -8.8979 -4.9752
O -19.2785 -7.4227 -5.5890
C -18.8772 -9.5083 -4.1536
F -18.6813 -10.3427 -5.1737
F -17.7890 -8.8774 -3.8423
F -19.3356 -10.1680 -3.1012
C -26.2518 -8.1409 -6.2576
F -27.3552 -7.4407 -6.5051
F -26.5253 -9.3290 -5.6414
F -25.5519 -8.4093 -7.4019
S -25.2400 -7.1822 -5.1889
O -24.1445 -8.1011 -4.8929
O -24.9769 -5.9561 -5.9244
N -26.0648 -6.9387 -3.8380
S -26.8581 -5.5649 -3.7563
O -27.5610 -5.0293 -4.8894
O -27.7535 -5.7501 -2.5803
C -25.5373 -4.3146 -3.1382
F -24.6946 -3.7337 -3.9576
F -26.2549 -3.3671 -2.5782
F -24.9597 -5.0397 -2.1912
```

E_LUMO (eV): -0.01
HOMO level (eV): -10.37
Relative energy (zero: lowest compared OMol25 entry of this formula, charge and spin) (eV): 1.552
HOMO-LUMO gap (eV): 10.364
Largest force on an atom (eV Å⁻¹): 4.061

=====

> Which of these has the highest largest force on an atom?

C5H10OS

=====

> Among the records above, which one has the lowest largest force on an atom?

C26H19FN4O5Pd

=====

> Which formula does entry 3 have?

C5H10OS

=====

> The lowest largest force on an atom belongs to which entry?

C26H19FN4O5Pd